Formula: C4H3NO
Source: the Open Molecules 2025 dataset
Level of theory: wB97M-V/def2-TZVPD

* E_tot: -283.98940 hartree
* 2S+1: 1
* LUMO level: -0.35 eV
* molecular weight: 81.1 g mol⁻¹
* orbital gap: 0.300 Ha

Each atom is followed by the atoms it is bonded to, with distances in Å.
CARTESIAN COORDINATES (ANGSTROEM)
1 O -1.84899 0.40783 -0.04955  C5 1.261, H7 0.998
2 N 1.21020 -1.01408 0.13064  C3 1.307, C6 1.296
3 C -0.07532 -1.21714 0.01584  N2 1.307, C5 1.398, H8 1.127
4 C 1.25011 1.43088 -0.14985  C6 1.207, H9 1.037
5 C -0.87937 -0.22406 -0.55094  O1 1.261, C3 1.398
6 C 1.43524 0.26152 0.08591  N2 1.296, C4 1.207
7 H -1.95363 0.17061 0.91421  O1 0.998
8 H -0.28409 -2.27586 -0.31015  C3 1.127
9 H 1.14586 2.46030 -0.08611  C4 1.037